Record 1
{"formula": "C29H46Br2ClFNO9", "method": "ωB97M-V/def2-TZVPD", "species": ["C", "C", "Br", "C", "Br", "C", "N", "C", "Cl", "C", "C", "C", "C", "C", "O", "C", "C", "C", "F", "H", "H", "H", "H", "H", "H", "H", "H", "H", "H", "H", "H", "H", "H", "H", "H", "H", "H", "H", "H", "H", "H", "O", "C", "O", "C", "C", "C", "H", "H", "H", "H", "H", "H", "O", "C", "O", "C", "C", "C", "H", "H", "H", "H", "H", "H", "O", "C", "O", "C", "C", "C", "H", "H", "H", "H", "H", "H", "O", "C", "O", "C", "C", "C", "H", "H", "H", "H", "H", "H"], "positions_angstrom": [[4.344400, -4.499630, -0.612595], [5.412949, -3.394431, -1.270629], [6.537343, -4.465668, -2.570647], [4.602268, -2.227855, -2.153560], [3.805111, -3.204724, -3.722170], [3.515747, -1.429663, -1.222741], [3.620855, -1.421757, 0.171078], [2.477264, -0.653727, 0.866971], [2.832000, 1.135816, 1.278333], [1.287602, -0.957076, -0.269035], [-0.193201, -0.287340, -0.035182], [-1.297266, -0.658244, -1.202120], [-2.788735, -1.048141, -0.618857], [-3.449057, -2.316823, -1.485642], [-2.605407, -3.521716, -1.476195], [2.189554, -0.533842, -1.570531], [1.540275, -0.551530, -3.074768], [0.818783, 0.928143, -3.370092], [1.543873, 1.571148, -4.525173], [4.676834, -5.608894, -0.817027], [4.239294, -4.290803, 0.558146], [3.256346, -4.313332, -1.055710], [6.051931, -2.923455, -0.389577], [5.437915, -1.463142, -2.507070], [4.340387, -1.849626, 0.793840], [2.145538, -1.229585, 1.836097], [1.355620, -2.148244, -0.310234], [-0.145957, 0.883882, 0.182641], [-0.614941, -0.762715, 0.974549], [-0.946839, -1.540898, -1.921330], [-1.458554, 0.313977, -1.875385], [-3.478845, -0.077545, -0.703008], [-2.788840, -1.385102, 0.505009], [-3.649097, -1.898890, -2.581138], [-4.472294, -2.620461, -0.951183], [-2.864477, -4.164287, -2.226955], [2.621025, 0.576277, -1.502778], [2.454951, -0.590420, -3.833370], [0.786509, -1.427629, -3.278911], [0.964675, 1.658082, -2.445975], [-0.317956, 0.824844, -3.665968], [-4.414625, 2.499502, 0.643617], [-3.842478, 2.780788, -0.396433], [-3.715329, 1.932630, -1.458813], [-2.898894, 2.547895, -2.454133], [-2.982351, 4.026454, -2.178787], [-3.141766, 4.074862, -0.680238], [-1.878260, 2.163584, -2.355253], [-3.277629, 2.296136, -3.449018], [-2.114908, 4.582131, -2.544733], [-3.877335, 4.442927, -2.656876], [-2.175573, 4.077952, -0.168110], [-3.748382, 4.928308, -0.368694], [1.259231, 6.104942, -2.732136], [2.283471, 5.495947, -2.993354], [2.935418, 4.675115, -2.118488], [4.147047, 4.219163, -2.718355], [3.936300, 4.367032, -4.202484], [3.032350, 5.570662, -4.289413], [4.972730, 4.838198, -2.352009], [4.330622, 3.178949, -2.433968], [4.869514, 4.479425, -4.760722], [3.412707, 3.485689, -4.592484], [3.600230, 6.504655, -4.320754], [2.352851, 5.501317, -5.141987], [-3.150584, -3.771296, 4.105987], [-3.855316, -2.806000, 3.861577], [-4.407777, -2.545662, 2.640429], [-5.075608, -1.285680, 2.687596], [-5.365940, -1.043737, 4.145708], [-4.202912, -1.716348, 4.830083], [-4.413660, -0.523378, 2.263467], [-5.991562, -1.331283, 2.091300], [-5.466745, 0.016021, 4.394507], [-6.298750, -1.547572, 4.426831], [-3.347053, -1.043560, 4.933402], [-4.491623, -2.128104, 5.799884], [-0.778178, 0.823231, 6.520990], [-0.488311, -0.278361, 6.084354], [-1.398988, -1.245696, 5.769523], [-0.707188, -2.435927, 5.394632], [0.666060, -1.982018, 4.973829], [0.904078, -0.785123, 5.859378], [-0.676208, -3.108654, 6.258139], [-1.241125, -2.931209, 4.578405], [1.426904, -2.760335, 5.076248], [0.646306, -1.664095, 3.924282], [1.340265, -1.070478, 6.820693], [1.521388, -0.033972, 5.361270]], "forces_ev_per_angstrom": [[-0.60, 0.78, 0.42], [-1.49, -0.56, 0.75], [-0.17, 1.15, 1.35], [1.30, 0.02, 1.51], [-0.05, 1.42, 1.16], [0.04, 0.07, 2.59], [-0.89, 1.13, -2.79], [-2.02, -1.73, -0.11], [-0.27, -2.32, -0.74], [1.61, 0.62, -0.11], [-0.28, -0.62, 0.91], [-0.40, 0.38, -0.59], [-0.22, -0.56, -0.15], [-1.16, 1.00, 0.28], [-0.72, 0.24, -1.59], [0.63, 0.26, -0.62], [0.58, 0.73, -0.51], [0.57, -0.08, -0.16], [-1.51, -1.39, 2.45], [-0.67, 2.44, 0.52], [0.39, -0.67, -2.50], [2.38, -0.57, 0.76], [-0.99, -0.93, -2.27], [-2.08, -1.41, 0.46], [-0.53, 0.33, -1.26], [1.18, 1.38, -1.70], [-1.03, 2.51, 0.25], [0.18, -2.57, -0.71], [1.05, 0.95, -2.10], [-0.59, 1.86, 1.78], [0.49, -2.30, 1.43], [1.39, -2.53, 0.13], [0.33, 0.64, -2.09], [0.37, -1.11, 2.19], [2.07, 0.94, -1.32], [0.33, 1.86, 1.82], [-0.88, -2.18, 0.32], [-2.14, -0.04, 1.50], [1.70, 1.72, 0.51], [-0.39, -1.45, -2.05], [2.56, 0.27, 0.45], [0.82, -0.15, -2.00], [-0.87, -0.27, 2.25], [-0.33, 0.09, 0.53], [0.14, -0.02, -0.73], [0.22, 0.77, -0.56], [-0.11, 0.40, -0.29], [-0.03, 0.10, 0.02], [0.00, -0.19, 0.25], [-0.12, -0.12, -0.01], [0.18, -0.10, 0.03], [-0.13, 0.06, 0.11], [0.22, -0.25, 0.30], [1.63, -1.41, 0.07], [-1.82, 1.49, 0.39], [-0.67, 0.23, -0.02], [0.61, -0.27, 0.14], [0.44, -0.45, -0.78], [0.08, -0.27, -0.42], [-0.07, -0.06, 0.01], [-0.12, 0.18, 0.18], [-0.09, -0.06, 0.14], [0.10, 0.12, 0.07], [-0.19, 0.02, -0.03], [0.03, 0.36, 0.23], [-1.13, 1.05, -0.97], [1.03, -1.20, 0.36], [0.59, -0.74, 0.49], [-0.45, 0.61, -0.43], [-0.66, 0.51, 0.43], [-0.49, 0.20, 0.14], [-0.06, -0.02, 0.01], [0.29, -0.14, -0.06], [-0.01, -0.15, -0.12], [0.11, 0.13, -0.09], [-0.17, -0.24, 0.09], [0.44, 0.02, -0.10], [0.01, -1.99, -0.92], [-0.60, 2.09, 1.18], [0.46, 0.91, 0.25], [-0.10, -0.98, -0.39], [0.68, -0.37, -0.30], [0.44, -0.07, -0.43], [-0.02, 0.07, -0.08], [-0.03, 0.16, 0.45], [-0.17, 0.02, -0.02], [-0.05, -0.05, 0.04], [-0.01, 0.18, -0.05], [-0.09, 0.09, 0.45]], "homo_energy_ha": -0.4335, "charge": 1, "gap_ev": 6.67}



Record 2
{"formula": "C29H46BrN3P2PtS", "method": "ωB97M-V/def2-TZVPD", "species": ["N", "C", "C", "C", "C", "C", "C", "Pt", "P", "C", "C", "C", "C", "C", "C", "C", "Br", "H", "H", "H", "H", "H", "H", "H", "H", "H", "H", "P", "C", "C", "H", "H", "H", "H", "H", "C", "C", "H", "H", "H", "H", "H", "C", "C", "H", "H", "H", "H", "H", "C", "C", "H", "H", "H", "H", "H", "C", "C", "H", "H", "H", "H", "H", "C", "C", "H", "H", "H", "H", "H", "C", "N", "C", "C", "N", "C", "S", "H", "H", "H", "H", "H", "H"], "positions_angstrom": [[0.477693, 4.371593, -9.091533], [1.480824, 3.499512, -8.865195], [1.652581, 2.882869, -7.623017], [0.678911, 3.165222, -6.616877], [-0.359574, 4.087539, -6.860016], [-0.392619, 4.691318, -8.113160], [0.799025, 2.480781, -5.354264], [0.707151, -0.371619, 0.191543], [-2.527712, -3.624970, 2.223237], [-0.211481, 2.378277, -4.461369], [-0.047741, 1.341430, -3.488638], [-1.215247, 0.827951, -2.912012], [-1.116772, -0.275169, -2.054516], [0.213735, -0.615402, -1.683942], [1.390246, -0.340691, -2.461915], [1.245335, 0.817108, -3.243505], [0.877886, -1.722164, 2.292272], [1.744224, 1.948270, -5.252438], [-1.186319, 2.846778, -4.631131], [2.441989, 2.154203, -7.412732], [-1.124045, 4.262127, -6.094006], [2.180021, 3.257528, -9.670297], [-1.148862, 5.454997, -8.297571], [-2.132811, 1.367951, -3.130268], [2.126271, 1.366410, -3.614794], [-1.959679, -0.763392, -1.585961], [2.343985, -0.872480, -2.329049], [-0.261846, 1.336898, 1.426238], [-1.656291, -4.363084, 0.808102], [-2.297868, -5.696269, 0.346912], [-0.605353, -4.521708, 1.098955], [-1.670462, -3.612250, 0.004213], [-1.642877, -6.230155, -0.351092], [-2.484576, -6.341555, 1.209467], [-3.266431, -5.525918, -0.135519], [-3.766889, -2.384022, 1.805572], [-5.014424, -2.526205, 2.702916], [-4.021660, -2.540598, 0.748002], [-3.305026, -1.390648, 1.892257], [-5.871012, -1.998811, 2.269291], [-5.283004, -3.580536, 2.815167], [-4.840503, -2.126042, 3.708580], [-1.669446, -3.017500, 3.739832], [-1.043889, -4.115583, 4.629212], [-2.314469, -2.351859, 4.365536], [-0.851301, -2.372055, 3.310583], [-0.358597, -3.666393, 5.367673], [-1.849839, -4.636624, 5.163963], [-0.483532, -4.855388, 4.040536], [0.568945, 1.532864, 3.058487], [0.600618, 2.973089, 3.571990], [1.586900, 1.113532, 2.996891], [0.037112, 0.880743, 3.766195], [1.399599, 3.542231, 3.084234], [-0.333847, 3.504045, 3.351375], [0.766843, 2.988939, 4.659196], [-2.023372, 1.050926, 1.821731], [-2.987037, 1.921895, 1.018221], [-2.137634, 1.227119, 2.906961], [-2.207714, -0.017235, 1.621135], [-2.929000, 2.983824, 1.297210], [-2.821170, 1.837091, -0.065402], [-4.013575, 1.597114, 1.226294], [-0.050332, 2.908165, 0.512109], [1.403878, 3.380493, 0.345454], [-0.659030, 3.668175, 1.035392], [-0.496546, 2.743006, -0.482915], [1.657274, 3.452834, -0.725276], [1.523223, 4.393902, 0.762016], [2.156940, 2.731463, 0.824701], [4.615066, 0.138399, 3.498019], [4.524711, -1.071627, 2.684098], [4.913035, -2.327620, 3.108876], [4.488795, -3.232725, 2.176499], [3.855114, -2.507127, 1.189594], [3.818909, -1.187576, 1.524970], [3.079787, 0.075138, 0.687196], [5.037531, 0.962339, 2.906903], [3.613785, 0.425136, 3.864269], [5.253426, -0.122493, 4.350270], [5.407545, -2.453321, 4.048830], [4.630943, -4.301281, 2.138695], [3.341558, -2.911134, 0.410543]], "forces_ev_per_angstrom": [[-0.03, -0.56, 0.12], [0.48, -0.21, 0.79], [-0.43, 0.32, -0.61], [0.38, -0.50, 1.06], [-0.42, 0.10, -0.78], [0.01, 0.17, 1.02], [0.79, 1.29, -2.58], [0.01, -0.71, 2.32], [-0.42, 0.44, 1.22], [-0.16, -0.38, 0.05], [0.08, 0.15, 0.54], [-0.03, -0.68, 0.58], [0.82, 1.23, 0.10], [0.01, -1.04, -1.78], [-0.80, 1.75, 0.25], [0.54, -0.74, 0.44], [0.19, 0.77, -0.89], [-0.50, 0.06, 0.02], [0.43, -0.15, 0.24], [-0.24, 0.34, -0.31], [0.34, 0.23, -0.57], [-0.41, 0.35, 0.05], [0.28, -0.19, -0.36], [-0.18, -0.58, -0.01], [-0.48, -0.81, 0.17], [-0.13, 0.16, 0.03], [-0.50, 0.49, 0.05], [0.36, 0.65, 0.67], [0.57, -0.08, -0.07], [-0.30, 0.05, 0.22], [-0.31, 0.07, 0.01], [0.02, -0.11, 0.15], [-0.12, 0.26, 0.17], [0.13, -0.03, -0.16], [0.22, 0.00, 0.03], [-0.28, -0.15, -0.58], [-0.05, 0.01, 0.21], [-0.06, 0.05, 0.19], [-0.18, -0.31, 0.05], [0.25, -0.09, 0.07], [-0.10, 0.17, -0.07], [0.00, -0.06, -0.23], [0.80, 0.14, 0.01], [-0.23, -0.04, -0.05], [0.03, -0.62, -0.85], [-1.31, -0.69, 0.66], [-0.35, -0.17, -0.31], [0.40, 0.05, -0.06], [-0.11, 0.19, 0.17], [0.59, -0.54, 0.21], [-0.10, 0.42, -0.26], [-0.41, 0.24, -0.09], [-0.02, 0.07, -0.32], [-0.12, -0.12, 0.21], [0.08, -0.09, 0.32], [-0.09, -0.03, -0.41], [0.01, -0.18, -0.22], [-0.35, 0.18, -0.14], [0.12, -0.12, -0.40], [0.13, 0.47, 0.19], [0.04, -0.36, -0.08], [-0.06, 0.00, 0.27], [0.20, 0.10, -0.09], [-0.18, -0.33, -0.36], [0.49, 0.29, -0.15], [0.11, -0.42, -0.19], [-0.10, 0.14, 0.38], [-0.04, -0.09, 0.45], [-0.01, -0.46, -0.13], [-0.35, 0.26, -0.13], [0.08, 0.29, 0.23], [-0.99, -0.85, -0.31], [-0.43, 0.62, -0.57], [-0.02, 0.53, -0.28], [0.10, 0.05, 0.49], [1.03, -1.05, 0.63], [0.39, 0.43, -0.82], [0.00, -0.33, 0.31], [0.44, -0.22, -0.16], [-0.13, 0.41, -0.25], [0.32, -0.16, 0.14], [-0.08, 0.06, -0.07], [0.36, 0.18, 0.18]], "homo_energy_ha": [-0.6780, -0.6922], "multiplicity": 5, "charge": 4, "gap_ev": [5.44, 4.98], "s_squared": 6.118}



| no. | F_max (eV Å⁻¹) |
| --- | --- |
| 1 | 3.20 |
| 2 | 2.99 |